Record 1
Molecular formula: C7H8N2O
Method: DFT, the ωB97M-V functional and the def2-TZVPD basis

Structure (XYZ):
```
18
Properties=species:S:1:pos:R:3:forces:R:3:mulliken_charge:R:1
O -0.4121 -0.9631 1.3799 1.07 -0.64 -1.77 -0.414
N -2.0428 1.2637 -1.8904 0.18 -0.55 0.31 -0.573
N 1.9486 1.9434 0.1746 -0.78 -0.47 0.23 -0.550
C -1.3736 1.8498 1.4535 0.52 -1.84 1.26 -1.102
C 0.6512 -1.0906 -0.8857 2.14 -0.19 -1.19 -0.199
C 1.2688 -2.4865 -0.7161 1.29 -1.55 -0.02 -1.169
C 0.8090 1.7224 0.2050 -0.88 0.94 -1.04 0.282
C -0.6453 1.5046 0.1730 3.43 -1.32 3.40 0.356
C -1.3787 1.2946 -0.9404 -1.32 0.85 -3.27 0.353
C -0.0201 -0.6869 0.3103 -2.39 2.17 3.13 0.515
H -2.4069 2.0680 1.2687 -0.55 -0.06 -0.22 0.359
H 0.5981 -3.1656 -0.1651 0.24 0.21 -0.26 0.313
H 1.5559 -3.0108 -1.6858 -0.65 1.01 1.01 0.336
H 1.5763 -0.3917 -0.9670 -1.98 -0.55 -0.39 0.274
H -0.9625 2.7127 1.9791 0.26 -0.16 -0.13 0.333
H -0.0850 -1.0473 -1.7300 0.79 0.39 0.61 0.369
H -1.3280 0.9225 2.1787 -0.09 1.66 -1.17 0.202
H 2.2473 -2.4394 -0.1421 -1.28 0.11 -0.50 0.315
```
Forces are in eV/Å.

* gap between HOMO and LUMO: 8.529 eV
* net charge: 0

***

Record 2
Molecular formula: C3H11N3O
Method: DFT, the ωB97M-V functional and the def2-TZVPD basis

Structure (XYZ):
```
18
Properties=species:S:1:pos:R:3:forces:R:3:mulliken_charge:R:1
O -3.0821 0.7908 0.3376 0.10 -0.38 1.50 -0.547
N 2.1063 -2.8817 0.5563 1.58 -0.98 0.25 -0.571
N 1.3936 0.7014 -0.1971 -0.63 -0.21 -0.43 -0.447
N -1.6798 2.2156 -0.9252 0.47 -0.49 0.52 -0.576
C 1.5191 -1.6806 0.1628 -1.09 0.91 -0.63 -0.258
C 2.0950 -0.4745 0.1192 0.60 -0.81 0.63 -0.253
C -1.7316 1.0278 -0.1195 0.30 -1.16 0.11 -0.108
H -2.3403 2.0658 -1.6593 -0.31 0.09 -0.72 0.244
H -1.0160 1.0132 0.7293 -0.61 0.54 -0.36 0.199
H 1.5283 -3.4544 1.1534 -0.19 0.17 0.01 0.263
H -1.4007 0.1431 -0.7310 -0.42 0.93 0.28 0.195
H 1.0195 1.1342 0.6273 -0.11 0.22 0.17 0.222
H 1.9462 1.3726 -0.6919 0.26 0.28 -0.15 0.221
H 2.3628 -3.4567 -0.2412 0.04 0.12 0.14 0.242
H 0.4949 -1.8232 -0.1870 -0.16 0.77 0.05 0.308
H -2.0053 3.0271 -0.4209 -0.01 0.04 0.29 0.261
H 3.1367 -0.3253 0.4186 -0.05 -0.52 -0.06 0.291
H -3.1048 0.4934 1.2885 0.24 0.47 -1.60 0.315
```
Forces are in eV/Å.

* gap between HOMO and LUMO: 9.498 eV
* net charge: 0